Formula: C3H4
Source: OMol25
Level of theory: the ωB97M-V functional and the def2-TZVPD basis

Summary:
Total energy   -3166.5881 eV
Energy relative to the best compared isomer or geometry (same formula, charge and spin)   167.5 kcal per mole
Frontier orbital gap (spin up / spin down)   8.879 / 8.889 eV

Geometry as XYZ:
```
7
Properties=species:S:1:pos:R:3:lowdin_charge:R:1
H -0.115 0.237 1.614 0.05
C -1.288 0.536 0.455 0.05
H -1.238 -1.280 1.905 0.09
H 0.589 -0.390 -1.953 -0.04
C -0.942 -0.394 1.256 -0.17
H 1.691 0.697 -1.110 -0.10
C 1.302 0.593 -2.165 0.12
```